Molecular formula: C24H30AsN6O2PtS2
Method: DFT, the ωB97M-V functional and the def2-TZVPD basis

The geometry in XYZ format:
```
66
Properties=species:S:1:pos:R:3
Pt 0.240 -0.519 -0.206
C 5.127 -4.375 1.487
C 4.118 -3.309 1.913
C 3.632 -2.464 0.795
N 2.478 -1.895 0.739
N 2.299 -1.134 -0.361
C 3.349 -1.082 -1.189
N 3.408 -0.363 -2.297
S 4.633 -2.089 -0.593
H 5.478 -4.921 2.358
H 5.996 -3.932 0.997
H 4.672 -5.090 0.800
H 4.591 -2.646 2.646
H 3.256 -3.747 2.416
H 2.894 0.520 -2.311
H 4.248 -0.394 -2.855
S 0.080 -1.531 2.072
C -1.353 -1.095 2.959
N -1.971 0.066 2.932
C -3.044 0.139 3.936
C -3.021 -1.276 4.555
N -1.899 -1.912 3.844
H -1.772 0.794 2.254
H -3.998 0.381 3.472
H -2.813 0.912 4.667
H -3.938 -1.835 4.374
H -2.843 -1.263 5.628
H -1.537 -2.818 4.099
C -3.316 -1.060 0.154
As -1.768 -1.835 -0.716
C -1.945 -3.747 -0.434
C -2.135 -1.548 -2.614
C -1.485 -0.254 -2.990
C -2.211 0.918 -3.145
C -1.575 2.083 -3.560
C -0.208 2.081 -3.837
C 0.528 0.921 -3.668
C -0.088 -0.236 -3.196
H -4.197 -1.501 -0.313
H -3.321 0.021 0.016
H -3.320 -1.291 1.218
H -2.955 -4.014 -0.749
H -1.808 -3.993 0.617
H -1.216 -4.293 -1.030
H -3.217 -1.551 -2.744
H -1.701 -2.379 -3.172
H -3.281 0.916 -2.975
H -2.151 2.988 -3.704
H 0.275 2.981 -4.196
H 1.574 0.915 -3.935
H 0.470 -1.169 -3.148
O 2.515 2.185 -1.664
C 1.559 2.429 -0.974
N 0.663 1.499 -0.451
C -0.343 2.098 0.244
O -1.228 1.383 0.734
C -0.122 3.549 0.232
C -0.808 4.609 0.787
C -0.271 5.884 0.605
C 0.889 6.082 -0.132
C 1.576 5.009 -0.711
C 1.054 3.754 -0.509
H -1.726 4.466 1.342
H -0.767 6.734 1.053
H 1.273 7.083 -0.274
H 2.475 5.161 -1.292
```

Computed properties:
F_max: 0.0491 Eh/bohr
total charge: +3
energy above the lowest of the compared OMol25 structures with the same formula, charge and spin: 258.1 kJ/mol
highest occupied orbital energy (alpha / beta): -17.14 / -17.14 eV
electronic energy: -124139.640 eV
M: 768.68 g/mol

Partial atomic charges computed with the natural (NBO) method, in multiples of e: atom 1 (Pt): 1.053, atom 2 (C): -0.609, atom 3 (C): -0.467, atom 4 (C): 0.133, atom 5 (N): -0.306, atom 6 (N): -0.346, atom 7 (C): 0.276, atom 8 (N): -0.766, atom 9 (S): 0.500, atom 10 (H): 0.259, atom 11 (H): 0.217, atom 12 (H): 0.223, atom 13 (H): 0.260, atom 14 (H): 0.247, atom 15 (H): 0.446, atom 16 (H): 0.437, atom 17 (S): 0.118, atom 18 (C): 0.307, atom 19 (N): -0.540, atom 20 (C): -0.238, atom 21 (C): -0.236, atom 22 (N): -0.528, atom 23 (H): 0.465, atom 24 (H): 0.234, atom 25 (H): 0.245, atom 26 (H): 0.238, atom 27 (H): 0.250, atom 28 (H): 0.451, atom 29 (C): -0.932, atom 30 (As): 1.194, atom 31 (C): -0.918, atom 32 (C): -0.718, atom 33 (C): -0.059, atom 34 (C): -0.178, atom 35 (C): -0.146, atom 36 (C): -0.205, atom 37 (C): -0.164, atom 38 (C): -0.289, atom 39 (H): 0.277, atom 40 (H): 0.272, atom 41 (H): 0.246, atom 42 (H): 0.276, atom 43 (H): 0.264, atom 44 (H): 0.274, atom 45 (H): 0.277, atom 46 (H): 0.273, atom 47 (H): 0.229, atom 48 (H): 0.250, atom 49 (H): 0.251, atom 50 (H): 0.233, atom 51 (H): 0.233, atom 52 (O): -0.534, atom 53 (C): 0.686, atom 54 (N): -0.640, atom 55 (C): 0.711, atom 56 (O): -0.665, atom 57 (C): -0.196, atom 58 (C): -0.121, atom 59 (C): -0.164, atom 60 (C): -0.131, atom 61 (C): -0.160, atom 62 (C): -0.061, atom 63 (H): 0.241, atom 64 (H): 0.255, atom 65 (H): 0.257, atom 66 (H): 0.259

---

Molecular formula: C5H4O3
Method: DFT, the ωB97M-V functional and the def2-TZVPD basis

The geometry in XYZ format:
```
12
Properties=species:S:1:pos:R:3
C -0.879 -1.557 -0.655
C -0.427 -0.517 -0.018
C 0.546 1.811 -0.029
C 1.296 0.869 0.889
C 0.623 -0.285 1.032
H -1.603 -0.428 -1.999
H -0.911 -2.416 -0.077
H 2.145 1.365 1.458
H 1.078 -1.144 1.695
O -1.733 -1.428 -1.576
O -0.662 0.802 -0.484
O 0.526 2.927 -0.235
```

Computed properties:
F_max: 0.1403 Eh/bohr
total charge: 0
energy above the lowest of the compared OMol25 structures with the same formula, charge and spin: 298.1 kJ/mol
highest occupied orbital energy: -8.53 eV
electronic energy: -11389.279 eV
SMILES: O=C1C=C/C(=C/O)O1
M: 112.08 g/mol

Partial atomic charges computed with the natural (NBO) method, in multiples of e: atom 1 (C): 0.136, atom 2 (C): 0.132, atom 3 (C): 0.808, atom 4 (C): -0.387, atom 5 (C): -0.130, atom 6 (H): 0.512, atom 7 (H): 0.187, atom 8 (H): 0.251, atom 9 (H): 0.231, atom 10 (O): -0.631, atom 11 (O): -0.631, atom 12 (O): -0.477

---

Molecular formula: F2H4NPSi
Method: DFT, the ωB97M-V functional and the def2-TZVPD basis

The geometry in XYZ format:
```
9
Properties=species:S:1:pos:R:3
N 1.081 0.155 -1.014
F -0.145 0.216 2.305
F 0.030 -2.015 1.734
Si -0.578 0.486 -0.988
P 0.925 -0.722 1.694
H 1.916 0.777 -0.976
H -1.358 0.301 -2.412
H -0.764 1.631 -0.045
H -1.106 -0.829 -0.298
```

Computed properties:
F_max: 0.0455 Eh/bohr
total charge: 0
energy above the lowest of the compared OMol25 structures with the same formula, charge and spin: 307.1 kJ/mol
highest occupied orbital energy (alpha / beta): -9.81 / -8.47 eV
electronic energy: -24154.547 eV
M: 115.09 g/mol

Partial atomic charges computed with the natural (NBO) method, in multiples of e: atom 1 (N): -1.158, atom 2 (F): -0.575, atom 3 (F): -0.573, atom 4 (Si): 1.007, atom 5 (P): 1.469, atom 6 (H): 0.373, atom 7 (H): -0.147, atom 8 (H): -0.188, atom 9 (H): -0.208

---

Molecular formula: C4H5NO2
Method: DFT, the ωB97M-V functional and the def2-TZVPD basis

The geometry in XYZ format:
```
12
Properties=species:S:1:pos:R:3
C 0.691 -1.502 0.949
C 0.209 -0.305 0.205
C 0.213 -0.361 -1.138
O -0.375 0.840 -1.603
C -0.622 1.499 -0.474
O -1.152 2.719 -0.535
N -0.323 0.899 0.639
H 1.481 -1.294 1.672
H -0.132 -2.048 1.420
H 1.138 -2.134 0.171
H 0.122 -1.278 -1.708
H -1.250 2.966 0.402
```

Computed properties:
F_max: 0.0222 Eh/bohr
total charge: 0
energy above the lowest of the compared OMol25 structures with the same formula, charge and spin: 81.9 kJ/mol
highest occupied orbital energy: -8.84 eV
electronic energy: -9813.466 eV
SMILES: Cc1coc(O)n1
M: 99.09 g/mol

Partial atomic charges computed with the natural (NBO) method, in multiples of e: atom 1 (C): -0.632, atom 2 (C): 0.118, atom 3 (C): -0.026, atom 4 (O): -0.420, atom 5 (C): 0.772, atom 6 (O): -0.640, atom 7 (N): -0.561, atom 8 (H): 0.227, atom 9 (H): 0.223, atom 10 (H): 0.219, atom 11 (H): 0.211, atom 12 (H): 0.507

---

Molecular formula: H13O6S
Method: DFT, the ωB97M-V functional and the def2-TZVPD basis

The geometry in XYZ format:
```
20
Properties=species:S:1:pos:R:3
S -1.034 -0.027 -0.344
H -1.929 0.945 -0.501
H -2.591 -1.514 0.621
H -2.522 -2.296 1.897
O -3.156 -2.064 1.205
H 1.163 -3.327 -2.189
H -0.047 -2.583 -1.556
O 0.280 -3.454 -1.801
H -1.704 0.704 2.095
H -2.521 1.419 3.136
O -1.621 1.366 2.800
H 3.001 4.412 0.440
H 2.980 2.926 1.041
O 3.071 3.868 1.227
H 0.660 -1.106 -3.663
H 1.795 -0.438 -2.877
O 1.610 -0.959 -3.669
H 2.059 0.438 1.300
H 0.900 0.833 0.378
O 1.722 1.193 0.797
```

Computed properties:
F_max: 0.0200 Eh/bohr
total charge: -1
energy above the lowest of the compared OMol25 structures with the same formula, charge and spin: 69.9 kJ/mol
highest occupied orbital energy: -4.56 eV
electronic energy: -23333.725 eV
M: 141.16 g/mol

Partial atomic charges computed with the natural (NBO) method, in multiples of e: atom 1 (S): -1.028, atom 2 (H): 0.124, atom 3 (H): 0.500, atom 4 (H): 0.455, atom 5 (O): -0.987, atom 6 (H): 0.469, atom 7 (H): 0.492, atom 8 (O): -0.964, atom 9 (H): 0.494, atom 10 (H): 0.450, atom 11 (O): -0.956, atom 12 (H): 0.465, atom 13 (H): 0.507, atom 14 (O): -0.976, atom 15 (H): 0.481, atom 16 (H): 0.482, atom 17 (O): -0.963, atom 18 (H): 0.457, atom 19 (H): 0.510, atom 20 (O): -1.011

---

Molecular formula: C4H4O3S
Method: DFT, the ωB97M-V functional and the def2-TZVPD basis

The geometry in XYZ format:
```
12
Properties=species:S:1:pos:R:3
C 0.715 -0.048 2.070
C 0.323 -0.935 0.895
C 1.303 -0.883 -0.273
C -0.611 0.188 -0.835
H -0.126 0.481 2.573
H 0.159 -1.945 1.253
H 1.422 -1.831 -0.760
H 2.269 -0.500 0.013
O 1.859 0.062 2.427
O 0.671 0.058 -1.157
O -0.895 -0.468 0.317
S -1.699 1.041 -1.682
```

Computed properties:
F_max: 0.0137 Eh/bohr
total charge: 0
energy above the lowest of the compared OMol25 structures with the same formula, charge and spin: 119.6 kJ/mol
highest occupied orbital energy: -9.04 eV
electronic energy: -21189.471 eV
SMILES: O=C[C@@H]1COC(=S)O1
M: 132.14 g/mol

Partial atomic charges computed with the natural (NBO) method, in multiples of e: atom 1 (C): 0.418, atom 2 (C): -0.054, atom 3 (C): -0.097, atom 4 (C): 0.455, atom 5 (H): 0.137, atom 6 (H): 0.228, atom 7 (H): 0.199, atom 8 (H): 0.226, atom 9 (O): -0.491, atom 10 (O): -0.463, atom 11 (O): -0.470, atom 12 (S): -0.087